(1)
ORCA calculation (ωB97M-V/def2-TZVPD) on a molecular structure, C2H5PS.

Properties
total energy: -818.621085 hartree
energy relative to the best compared isomer or geometry (same formula, charge and spin): 201.63 kJ/mol

ORCA input file:
```
! wB97M-V def2-TZVPD RIJCOSX def2/J DEFGRID3
* xyz 0 1
C -1.9914 0.8880 0.3616
C -1.1029 -0.0691 0.3465
P 1.8569 -1.0871 -0.5016
S 1.1724 0.5980 0.3035
H -2.9552 0.6811 0.1138
H -1.9229 2.0142 0.5293
H -0.9546 -1.1298 0.0642
H 2.7953 -0.5063 -1.5027
H 3.1024 -1.3889 0.2854
*
```

(2)
ORCA calculation (ωB97M-V/def2-TZVPD) on a molecular structure, C21H48BaCuN3O15.

Properties
total energy: -3787.702592 hartree

ORCA input file:
```
! wB97M-V def2-TZVPD RIJCOSX def2/J DEFGRID3
* xyz 0 1
Cu -1.9993 -0.2357 -2.2038
Ba 0.7028 2.9944 -2.9514
O -0.9929 2.4758 0.4837
C -0.7449 1.2924 -0.0962
O 0.2108 1.2169 -0.9248
O -1.5363 0.3395 0.1009
H -1.9581 2.4004 0.7316
O -3.4249 2.8141 3.1418
C -3.5349 3.6133 2.0201
O -3.5636 4.8329 2.1473
O -3.7034 3.0308 0.8956
H -3.2736 1.9434 2.7534
O -3.9300 1.1907 -2.9191
C -3.3550 2.3724 -2.4870
O -2.0905 2.4856 -2.3233
O -4.1484 3.2912 -2.3552
H -4.8161 1.5989 -2.8546
C 0.3134 -2.3586 -2.2201
O -1.0836 -2.3634 -2.1631
C -1.6410 -3.0012 -1.0004
C -3.1413 -2.8241 -0.9832
N -3.5487 -1.4414 -0.7778
C -4.6645 -1.1968 0.1497
C -5.4219 0.0888 -0.1545
O -6.4908 0.1523 0.7701
C -6.6405 1.4046 1.4049
H 0.7605 -3.3589 -2.1742
H 0.7833 -1.8221 -1.3823
H 0.6349 -1.8395 -3.1229
H -1.1456 -2.6478 -0.0908
H -1.4289 -4.0738 -1.0857
H -3.4999 -3.3946 -0.1146
H -3.5479 -3.2769 -1.8892
H -2.8044 -0.9295 -0.3003
H -4.3726 -1.2472 1.2032
H -5.3819 -1.9970 -0.0604
H -5.8625 -0.0545 -1.1523
H -4.8574 1.0255 -0.2017
H -7.5392 1.3709 2.0149
H -6.6896 2.2520 0.7098
H -5.7631 1.6622 2.0114
C 3.1604 2.7934 0.2216
O 3.0148 2.3415 -1.1484
C 3.9555 1.3417 -1.5113
C 3.4318 0.4674 -2.6199
N 3.2519 1.1999 -3.8827
C 3.3066 0.3325 -5.0620
C 4.7287 -0.0619 -5.4513
O 5.5843 1.0698 -5.3696
C 5.4203 2.0205 -6.3944
H 3.1794 3.8829 0.1281
H 4.1279 2.5357 0.6431
H 2.2478 2.4926 0.7270
H 4.1519 0.6443 -0.6888
H 4.9127 1.8355 -1.7142
H 2.4799 -0.0090 -2.3575
H 4.0496 -0.4302 -2.7580
H 4.0477 1.8179 -4.0337
H 2.8372 0.8252 -5.9234
H 2.5878 -0.4907 -4.9928
H 4.7790 -0.4450 -6.4774
H 5.1970 -0.8156 -4.8199
H 5.5983 1.5833 -7.3819
H 6.0600 2.8746 -6.1933
H 4.3942 2.4171 -6.4402
C 0.1831 -2.8700 6.9224
O 0.9001 -3.7120 6.0452
C 0.2180 -4.0683 4.8542
C -0.0098 -2.8865 3.9440
N 1.1939 -2.1889 3.5784
C 1.0264 -1.1830 2.5247
C 2.1958 -0.2081 2.5274
O 2.3247 0.3729 3.7956
C 3.3222 1.3723 3.9046
H -0.0988 -1.9061 6.4863
H 0.7965 -2.6705 7.7971
H -0.7322 -3.4038 7.2094
H -0.7499 -4.5355 5.0909
H 0.8459 -4.8689 4.4629
H -0.7462 -2.2215 4.4233
H -0.4758 -3.2390 3.0167
H 1.6771 -1.6868 4.3136
H 0.0215 -0.7429 2.4575
H 1.0792 -1.7548 1.5830
H 1.9061 0.5259 1.7703
H 3.0381 -0.8675 2.2799
H 4.2842 0.9941 3.5342
H 3.5006 1.4359 4.9783
H 2.9859 2.3040 3.4516
*
```

(3)
ORCA calculation (ωB97M-V/def2-TZVPD) on a single C2H2O2S molecule.

Properties
total energy: -625.883312 hartree
energy relative to the best compared isomer or geometry (same formula, charge and spin): 470.10 kJ/mol

ORCA input file:
```
! wB97M-V def2-TZVPD RIJCOSX def2/J DEFGRID3
* xyz 0 1
C 0.4955 0.7008 0.1040
C -0.1960 -0.3904 -0.4886
O -2.2849 0.8323 -1.6185
O 1.1699 0.0922 -0.8519
S -1.8020 -0.5305 -1.3720
H 0.6833 1.8016 0.3171
H -0.2789 -1.4140 0.0521
*
```

(4)
ORCA calculation (ωB97M-V/def2-TZVPD) on a molecular structure, C39H36O4S2Se2W.

Properties
total energy: -7474.484012 hartree
energy relative to the best compared isomer or geometry (same formula, charge and spin): 97.37 kJ/mol

ORCA input file:
```
! wB97M-V def2-TZVPD RIJCOSX def2/J DEFGRID3
* xyz 2 1
W 1.9099 1.0434 -0.7438
O 3.1361 2.1082 -2.0189
C 3.9617 3.3101 -1.8616
C 4.1329 3.6994 -0.4007
C 5.1519 4.8601 -0.4108
O 5.2661 5.3126 0.9159
C 4.7690 2.5619 0.4034
Se 3.6953 0.9776 0.8014
C 2.8436 4.2305 0.2375
Se 1.1750 3.2672 -0.0875
H 2.8530 2.0165 -2.9433
H 3.4781 4.1031 -2.4348
H 4.9247 3.0684 -2.3131
H 4.7914 5.6546 -1.0761
H 6.1129 4.4992 -0.7976
H 5.9037 6.0325 0.9637
H 5.1047 2.9398 1.3685
H 5.6469 2.1734 -0.1191
H 2.6537 5.2494 -0.1020
H 2.9626 4.2666 1.3194
C -6.6998 0.0391 -1.8275
C -5.3241 0.3281 -1.3120
C -4.3626 -0.6838 -1.2236
C -3.0979 -0.4242 -0.7387
C -2.7771 0.8724 -0.3376
C -3.7098 1.9007 -0.4368
C -4.9751 1.6180 -0.9190
S -1.2349 1.3467 0.3223
O -0.1827 0.7471 -0.7103
C -0.8563 0.5667 1.8638
C -0.7603 1.5390 2.8877
C -0.4413 1.1551 4.1555
C -0.1514 -0.1958 4.4479
C 0.2177 -0.5939 5.7579
C 0.5276 -1.8928 6.0228
C 0.4930 -2.8582 4.9890
C 0.1282 -2.5114 3.7230
C -0.2156 -1.1649 3.4158
C -0.6244 -0.7693 2.1066
C -0.8470 -1.8583 1.1238
C -2.0038 -2.6889 1.3127
C -3.0078 -2.3589 2.2599
C -4.1018 -3.1596 2.4154
C -4.2475 -4.3318 1.6414
C -3.3023 -4.6705 0.7192
C -2.1619 -3.8549 0.5305
C -1.1660 -4.1962 -0.4198
C -0.0875 -3.3964 -0.6189
C 0.0434 -2.2078 0.1494
S 1.5684 -1.3416 -0.1095
O 2.7088 -2.1262 0.3481
C 1.5298 -1.0851 -1.8622
C 0.3839 -1.1378 -2.7064
C 0.5104 -0.8264 -4.0285
C 1.7481 -0.4407 -4.6119
C 1.8356 -0.1623 -6.0829
C 2.8448 -0.3627 -3.7916
C 2.7492 -0.6610 -2.4053
H -6.8192 -1.0113 -2.0830
H -6.9086 0.6346 -2.7167
H -7.4522 0.2963 -1.0811
H -4.6176 -1.6871 -1.5393
H -2.3607 -1.2128 -0.6938
H -3.4509 2.9086 -0.1398
H -5.7038 2.4143 -0.9961
H -0.9255 2.5820 2.6538
H -0.3806 1.8911 4.9463
H 0.2517 0.1545 6.5384
H 0.8063 -2.1946 7.0226
H 0.7662 -3.8814 5.2066
H 0.1198 -3.2636 2.9467
H -2.9089 -1.4617 2.8556
H -4.8626 -2.8978 3.1371
H -5.1147 -4.9610 1.7870
H -3.4104 -5.5665 0.1223
H -1.2721 -5.1110 -0.9882
H 0.6770 -3.6684 -1.3337
H -0.5747 -1.4188 -2.2994
H -0.3640 -0.8918 -4.6632
H 0.9020 -0.3962 -6.5888
H 2.6285 -0.7519 -6.5418
H 2.0597 0.8895 -6.2657
H 3.8215 -0.1137 -4.1899
H 3.6701 -0.8075 -1.8462
*
```

(5)
ORCA calculation (ωB97M-V/def2-TZVPD) on a molecular structure, CH4BNO2.

Properties
total energy: -270.442445 hartree
energy relative to the best compared isomer or geometry (same formula, charge and spin): 221.04 kJ/mol

ORCA input file:
```
! wB97M-V def2-TZVPD RIJCOSX def2/J DEFGRID3
* xyz 0 1
B 0.9232 0.5338 0.4028
C -0.2288 -0.6839 0.3673
N -0.6269 0.0505 -0.8229
O -1.5425 -0.1721 -1.5906
O 0.2083 1.0210 -1.0015
H 1.9778 0.3164 0.2814
H 0.4304 1.4323 1.2145
H -0.0971 -1.6895 0.0989
H -1.0444 -0.8085 1.0501
*
```

(6)
ORCA calculation (ωB97M-V/def2-TZVPD) on a single C6H10 molecule.

Properties
total energy: -234.537112 hartree
energy relative to the best compared isomer or geometry (same formula, charge and spin): 171.71 kJ/mol

ORCA input file:
```
! wB97M-V def2-TZVPD RIJCOSX def2/J DEFGRID3
* xyz 0 1
C 2.8429 -0.4404 0.8475
C 1.6021 -0.5260 0.0899
C 0.6811 -0.3200 -0.6578
C -0.3632 0.4392 -1.3358
C -1.7544 0.3516 -0.6481
C -1.8260 0.0534 0.8553
H 3.3120 -1.4111 1.0066
H 3.5260 0.1946 0.2732
H 2.6793 0.0419 1.8170
H -0.4945 0.2093 -2.3984
H 0.1866 1.3939 -1.3470
H -2.3350 1.2554 -0.8664
H -2.2752 -0.4710 -1.1518
H -1.3146 -0.8816 1.1071
H -2.8789 -0.0664 1.1420
H -1.4035 0.8445 1.4835
*
```